a | The following is a DFT calculation (the ωB97M-V functional and the def2-TZVPD basis) of one molecule with the formula C3H5N3O.

```
! wB97M-V def2-TZVPD RIJCOSX def2/J DEFGRID3
* xyz 0 1
N -0.8672 -0.8557 1.7553
C -0.2685 -0.1462 0.7731
C -0.8537 0.5683 -1.9561
N 0.3783 0.2513 -1.6302
C 0.7663 -0.2580 -0.3334
O 1.8619 -0.7607 -0.1865
N 0.2517 1.0363 0.8295
H -0.9348 -0.4453 2.6833
H -1.2713 -1.7731 1.6438
H -0.8154 0.8003 -3.0396
H 1.1816 0.1948 -2.2603
H 0.5711 1.3882 1.7212
*
```

Results
LUMO   0.025 hartree
Kohn-Sham gap   9.3 eV
HOMO level   -8.60 eV
M   99.09 g/mol


b | The following is a DFT calculation (the ωB97M-V functional and the def2-TZVPD basis) of one molecule with the formula C3H5N3O.

```
! wB97M-V def2-TZVPD RIJCOSX def2/J DEFGRID3
* xyz 0 1
O -1.2295 0.9757 0.3078
C -1.7362 -0.2708 0.0123
C -0.3465 -0.8489 -0.2165
N 0.2601 -0.1558 -1.2935
N 1.3462 0.2678 -0.8019
C 1.3118 0.0873 0.6247
N 0.4464 -0.9701 0.8277
H 0.3665 0.9071 0.7951
H -2.3464 -0.2879 -0.9040
H -2.2526 -0.7872 0.8330
H 1.9310 0.8887 -1.3495
H 2.2492 0.1941 1.1649
*
```

Results
LUMO   -0.033 hartree
Kohn-Sham gap   8.1 eV
HOMO level   -8.98 eV
M   99.09 g/mol


a is favored, and the nearest alternative lies 0.0512 hartree above it.


a | The following is a DFT calculation (the ωB97M-V functional and the def2-TZVPD basis) of one molecule with the formula C3H5N3O.

```
! wB97M-V def2-TZVPD RIJCOSX def2/J DEFGRID3
* xyz 0 1
N 0.2151 -1.8832 0.0300
C 0.0635 -0.5402 -0.3303
C -0.0512 0.0537 -1.5477
O -0.1685 1.4064 -1.4809
N -0.0250 1.6960 -0.1291
C -0.0630 0.5681 0.5778
N -0.4837 0.9332 1.7936
H -0.2962 -2.1013 0.8775
H -0.0632 -2.5244 -0.7017
H -0.0759 -0.3575 -2.5494
H -0.0233 0.5198 2.5999
H -0.5178 2.1577 0.9424
*
```

Results
LUMO   0.029 hartree
Kohn-Sham gap   9.2 eV
Structure (SMILES)   [H]/N=c1/[nH]occ1N
HOMO level   -8.40 eV
M   99.09 g/mol


b | The following is a DFT calculation (the ωB97M-V functional and the def2-TZVPD basis) of a 2-piece molecular cluster, C3H5N3O overall.

```
! wB97M-V def2-TZVPD RIJCOSX def2/J DEFGRID3
* xyz 0 1
N -0.2442 1.7189 -1.5572
C -1.2643 1.2901 -0.7919
N -2.1154 0.9320 -0.0841
C -0.2001 -0.6389 1.5679
O -1.0869 -1.5510 1.2811
C 1.0640 -0.9118 0.8548
N 1.4810 -0.2472 -0.1540
H -0.4479 1.7093 -2.5502
H 0.6067 1.2050 -1.3025
H -1.9074 -1.3231 1.7506
H 1.6849 -1.6530 1.3826
H 2.4294 -0.5303 -0.3968
*
```

Results
LUMO   0.011 hartree
Kohn-Sham gap   9.2 eV
HOMO level   -8.90 eV
M   99.09 g/mol


b is favored, and the nearest alternative lies 0.0216 hartree above it.


a | The following is a DFT calculation (the ωB97M-V functional and the def2-TZVPD basis) of one molecule with the formula C4H5ClS2.

```
! wB97M-V def2-TZVPD RIJCOSX def2/J DEFGRID3
* xyz 0 1
C -0.2729 1.6281 0.3195
C 0.2177 0.2458 -0.1555
C 1.4693 -0.0764 -0.2275
C -0.7846 -0.8548 -0.3101
H -1.1303 1.4895 1.0375
H -0.5511 2.2407 -0.5782
H 0.5756 2.0383 0.8787
H 2.1159 0.6966 0.1371
H -1.3509 -3.0503 0.4372
S -0.7241 -1.9447 1.0304
S -1.6424 -0.9274 -1.6933
Cl 2.0777 -1.4854 -0.8758
*
```

Results
LUMO   -0.015 hartree
Kohn-Sham gap   8.2 eV
Structure (SMILES)   C/C(=C/Cl)C(=S)S
HOMO level   -8.65 eV
M   152.67 g/mol


b | The following is a DFT calculation (the ωB97M-V functional and the def2-TZVPD basis) of a 2-piece molecular cluster, C4H5ClS2 overall.

```
! wB97M-V def2-TZVPD RIJCOSX def2/J DEFGRID3
* xyz 0 1
C 1.3627 -0.3792 -0.0982
C 1.1040 -1.3567 0.8154
C 0.3968 0.6590 -0.1356
C -0.6119 0.4228 0.7841
S -0.4073 -1.0689 1.6016
S -2.1361 1.1882 0.9768
Cl -1.4386 -0.7425 -2.2748
H 2.1397 -0.3297 -0.8314
H 1.6916 -2.1074 1.0193
H 0.3226 1.5992 -0.5357
H -0.6307 -0.0470 -1.4919
H -1.7928 2.1624 0.1703
*
```

Results
LUMO   0.022 hartree
Kohn-Sham gap   9.1 eV
Structure (SMILES)   Sc1cccs1.Cl
HOMO level   -8.52 eV
M   152.67 g/mol


b is favored, and the nearest alternative lies 0.0165 hartree above it.


a | The following is a DFT calculation (the ωB97M-V functional and the def2-TZVPD basis) of a 2-piece molecular cluster, C5H16N2O overall.

```
! wB97M-V def2-TZVPD RIJCOSX def2/J DEFGRID3
* xyz 0 1
C -0.4086 -1.3400 1.6354
C -1.1413 -0.4935 0.5828
C -0.1707 0.3272 -0.2667
C -0.9217 1.0711 -1.3902
C -0.9497 0.2067 -2.6630
N 0.3676 0.0490 -3.2583
N 0.3043 -0.4851 2.5794
H -1.2133 -1.8092 2.2175
H 0.1812 -2.1575 1.2083
H -1.8917 0.0992 1.1075
H -1.6869 -1.2183 -0.0261
H 0.6251 -0.3167 -0.6329
H 0.2544 1.0550 0.4313
H -1.8711 1.3934 -0.9648
H -0.3686 1.9644 -1.6977
H -1.3587 -0.7795 -2.4320
H -1.5940 0.6382 -3.4321
H 0.9717 0.8218 -2.9998
H 0.8271 -0.7790 -2.8997
H 1.2244 -0.2399 2.2297
H 0.4807 -0.9019 3.4841
H 2.3670 1.3527 2.9263
H 2.8936 0.7594 1.6579
O 3.0793 0.7828 2.6031
*
```

Results
LUMO   0.026 hartree
Kohn-Sham gap   10.1 eV
Structure (SMILES)   NCCCCCN.O
HOMO level   -9.35 eV
M   120.20 g/mol


b | The following is a DFT calculation (the ωB97M-V functional and the def2-TZVPD basis) of a 2-piece molecular cluster, C5H16N2O overall.

```
! wB97M-V def2-TZVPD RIJCOSX def2/J DEFGRID3
* xyz 0 1
C 0.8158 1.1002 -0.1244
C 1.1365 -0.5837 -0.1726
C -0.0899 1.8112 0.9003
C 2.5979 -0.6836 -0.5991
N 0.3559 -1.3988 -1.0350
O 0.5171 1.5635 -1.4303
H -0.1216 0.9623 -1.8380
H 1.8200 1.4897 0.0739
H 1.0000 -0.9282 0.8562
H 0.5258 -1.1652 -2.0079
H -0.7341 -1.2688 -0.8198
H -1.1079 1.9582 0.5358
H -0.1259 1.2607 1.8392
H 0.2915 2.8175 1.0812
H 2.8534 -1.7292 -0.7717
H 3.2619 -0.2781 0.1607
H 2.7416 -0.1271 -1.5254
C -2.3463 -1.0038 1.1723
N -1.9959 -0.5086 -0.1524
H -2.7975 -0.1000 -0.6172
H -1.3101 0.2551 -0.0658
H -3.1434 -1.7407 1.0816
H -2.6735 -0.2117 1.8563
H -1.4713 -1.4908 1.6021
*
```

Results
LUMO   0.033 hartree
Kohn-Sham gap   9.3 eV
Structure (SMILES)   C[C@H](N)[C@H](C)O.CN
HOMO level   -8.39 eV
M   120.20 g/mol


a is favored, and the nearest alternative lies 0.0351 hartree above it.


a | The following is a DFT calculation (the ωB97M-V functional and the def2-TZVPD basis) of a 2-piece molecular cluster, C5H16N2O overall.

```
! wB97M-V def2-TZVPD RIJCOSX def2/J DEFGRID3
* xyz 0 1
C 1.2102 -1.1132 -0.1597
C 2.6144 -1.5654 -0.4970
N 0.4328 -0.5823 -1.1714
N 1.3339 0.0687 1.0102
O 0.5443 -2.1192 0.5481
H -0.3849 -2.0670 0.2861
H -0.2891 0.1871 -0.6174
H 0.9805 -0.1399 -1.8987
H 2.0920 0.7166 0.8213
H 1.4479 -0.3383 1.9323
H 2.5508 -2.3684 -1.2304
H 3.1992 -0.7467 -0.9178
H 3.1128 -1.9488 0.3942
C -1.1909 1.1193 0.3495
C -2.2914 0.1261 0.7285
C -1.6347 2.0339 -0.7947
H -1.0162 1.7688 1.2236
H 0.2864 0.5924 0.8395
H -2.0154 -0.4666 1.6077
H -0.8830 2.7987 -1.0127
H -3.2546 0.6044 0.9545
H -2.4742 -0.5756 -0.0947
H -2.5777 2.5573 -0.5866
H -1.7931 1.4582 -1.7145
*
```

Results
LUMO   0.024 hartree
Kohn-Sham gap   7.6 eV
HOMO level   -6.95 eV
M   120.20 g/mol


b | The following is a DFT calculation (the ωB97M-V functional and the def2-TZVPD basis) of a 2-piece molecular cluster, C5H16N2O overall.

```
! wB97M-V def2-TZVPD RIJCOSX def2/J DEFGRID3
* xyz 0 1
N -0.8485 1.1152 2.0476
C -0.7458 2.0830 -1.5288
C -0.3548 2.3191 -0.0275
C -0.1169 0.9816 0.7175
C -0.7066 -0.3091 0.0866
N 0.1429 -1.4122 0.5344
C -0.4390 -2.7431 0.3338
H -0.7354 2.0707 2.3896
H -0.5473 0.4448 2.7306
H -1.7052 1.5981 -1.5818
H -0.7868 3.0871 -2.0230
H 0.0668 1.5749 -2.0290
H 0.6052 2.8086 0.0848
H -1.0808 2.9570 0.4855
H 0.9259 0.7689 0.9433
H -1.7208 -0.4068 0.4764
H -0.8277 -0.2411 -1.0052
H 1.0594 -1.3794 0.0889
H 0.2009 -3.4386 0.9021
H -1.4068 -2.8617 0.8685
H -0.3650 -3.0879 -0.6948
H 2.6457 -0.9367 -2.3603
H 1.9097 -2.2248 -1.8417
O 2.5899 -1.5752 -1.6468
*
```

Results
LUMO   0.024 hartree
Kohn-Sham gap   9.1 eV
Structure (SMILES)   CC[C@@H](N)CNC.O
HOMO level   -8.47 eV
M   120.20 g/mol


b is favored, and the nearest alternative lies 0.0607 hartree above it.


a | The following is a DFT calculation (the ωB97M-V functional and the def2-TZVPD basis) of a 2-piece molecular cluster, C5H16N2O overall.

```
! wB97M-V def2-TZVPD RIJCOSX def2/J DEFGRID3
* xyz 0 1
N -1.4856 1.7741 0.4731
C -0.0574 1.5737 0.2154
C 0.8726 2.6062 0.8475
C 0.3034 0.1177 0.5217
N 0.0167 -0.7746 -0.5951
C 0.6108 -2.1322 -0.4058
C 1.7919 -2.3577 -1.3403
H -1.6332 1.9725 1.4607
H -1.8265 2.5620 -0.0554
H 0.0824 1.6420 -0.8713
H 1.9188 2.3648 0.6606
H 0.7613 2.5849 1.9372
H 0.6371 3.5944 0.4575
H 1.3665 0.0264 0.7467
H -0.2804 -0.1668 1.4004
H -0.9626 -0.9709 -0.7287
H -0.1781 -2.8111 -0.7511
H 0.8174 -2.4504 0.6122
H 2.7401 -2.0231 -0.9158
H 1.7961 -3.3992 -1.6542
H 1.6841 -1.7958 -2.2686
H -2.6263 -0.1835 0.5857
H -3.3823 -0.7326 -0.5643
O -2.9669 -1.0206 0.2317
*
```

Results
LUMO   0.035 hartree
Kohn-Sham gap   9.5 eV
Structure (SMILES)   CCNC[C@H](C)N.O
HOMO level   -8.58 eV
M   120.20 g/mol


b | The following is a DFT calculation (the ωB97M-V functional and the def2-TZVPD basis) of a 3-piece molecular cluster, C5H16N2O overall.

```
! wB97M-V def2-TZVPD RIJCOSX def2/J DEFGRID3
* xyz 0 1
C 0.5143 0.1720 -1.5166
N 0.9068 1.0352 -0.3529
C 0.5443 -0.8672 1.2891
C 0.1939 0.5603 0.8037
C -1.3158 0.6798 0.5208
N -1.9045 -0.4378 -0.0744
C -3.3139 -0.2680 -0.2769
H -0.5014 -0.2225 -1.6579
H 1.2139 -0.6733 -1.4713
H 0.7971 0.7790 -2.3773
H 1.9526 0.8279 -0.2469
H 0.3873 -0.9885 2.3689
H -0.0364 -1.6086 0.7427
H 1.5938 -1.0495 1.0448
H 0.4749 1.1868 1.6613
H 3.2261 -2.2917 -0.9876
H -1.6702 0.6470 1.5745
H -1.5519 1.6901 0.1819
H -3.6407 -1.0320 -0.9907
H -3.8987 -0.4205 0.6414
H -3.6409 0.7037 -0.6582
H 2.7404 -2.8520 -0.9919
H 3.8738 0.3917 0.2461
O 3.1732 -0.1813 -0.1032
*
```

Results
LUMO   -0.130 hartree
Kohn-Sham gap   4.3 eV
HOMO level   -7.81 eV
M   120.20 g/mol


c | The following is a DFT calculation (the ωB97M-V functional and the def2-TZVPD basis) of a 2-piece molecular cluster, C5H16N2O overall.

```
! wB97M-V def2-TZVPD RIJCOSX def2/J DEFGRID3
* xyz 0 1
N -2.6464 0.5795 1.1314
C -1.1174 0.3777 1.0890
C -0.6188 -0.8887 0.3218
N 0.8312 -1.1794 0.3047
C 1.5986 -0.7465 -0.8344
C 1.6935 0.7587 -1.1802
C 1.5998 -1.0725 1.5771
H -2.9783 -0.3409 1.4876
H -3.0876 0.6080 0.2300
H -0.7930 1.4910 0.5883
H -0.7411 0.4765 2.1596
H -1.0921 -1.8228 0.8803
H -1.1108 -0.9936 -0.6008
H 1.1852 -1.3568 -1.7121
H 2.6419 -1.0872 -0.6989
H 0.6859 1.2358 -1.3813
H 2.1168 0.8774 -2.2096
H 2.2363 1.4961 -0.5437
H 2.6232 -1.3435 1.5738
H 1.4758 -0.1202 1.9636
H 1.0284 -1.8125 2.3636
H -2.4808 1.2283 -1.7854
H -1.2695 2.2076 -2.3606
O -1.7809 1.4280 -2.3636
*
```

Results
LUMO   0.029 hartree
Kohn-Sham gap   8.9 eV
Structure (SMILES)   CCN(C)CCN.O
HOMO level   -8.07 eV
M   120.20 g/mol


d | The following is a DFT calculation (the ωB97M-V functional and the def2-TZVPD basis) of a 2-piece molecular cluster, C5H16N2O overall.

```
! wB97M-V def2-TZVPD RIJCOSX def2/J DEFGRID3
* xyz 0 1
C -0.0698 1.9824 0.5288
C 0.3299 0.5105 0.3236
C -0.5377 -0.4041 1.2293
C 0.0258 -0.3237 2.6591
N 0.1265 0.1385 -1.0703
C 1.2243 0.4907 -1.9973
N 1.4755 -0.5830 -2.9486
H -1.1427 2.0054 0.3059
H 0.0291 2.3111 1.5641
H 0.3817 2.6822 -0.1715
H 1.3494 0.3006 0.6438
H -0.3455 -1.4197 0.8980
H -1.5963 -0.1910 1.0916
H 1.1073 -0.1936 2.6204
H -0.3006 0.6164 3.1189
H -0.2387 -1.1429 3.3223
H -0.7870 0.3853 -1.4224
H 0.8876 1.2865 -2.6608
H 2.0891 0.6620 -1.3658
H 0.6623 -0.7342 -3.5262
H 1.7255 -1.4535 -2.5001
H -1.8377 -3.0427 -0.0573
H -2.5400 -1.6367 -0.0253
O -2.0182 -2.2465 -0.5603
*
```

Results
LUMO   0.030 hartree
Kohn-Sham gap   9.1 eV
Structure (SMILES)   CC[C@H](C)NCN.O
HOMO level   -8.25 eV
M   120.20 g/mol


a is favored, and the nearest alternative lies 0.0167 hartree above it.